[1]
{"formula": "C19H35BNO11Ti", "method": "ωB97M-V/def2-TZVPD", "symbols": ["O", "C", "H", "O", "C", "C", "H", "C", "C", "O", "H", "H", "O", "H", "H", "C", "H", "O", "H", "H", "B", "N", "H", "H", "C", "C", "C", "H", "H", "H", "H", "C", "H", "H", "C", "H", "O", "H", "O", "H", "H", "C", "O", "H", "Ti", "H", "H", "O", "C", "C", "C", "H", "H", "C", "H", "H", "C", "H", "H", "H", "H", "C", "O", "H", "H", "O", "C", "H"], "coordinates": [[0.17849, 2.35312, 5.29587], [2.21284, 3.52628, 5.37262], [-0.98398, -0.09859, -3.79254], [1.65389, -2.64817, -1.24725], [-2.28632, 1.35417, -2.22005], [-2.32238, 2.69589, -1.41723], [-1.75813, -4.08194, -0.18893], [3.54226, -4.04283, -0.56305], [-2.93587, -2.45610, 1.70700], [1.52242, 0.38764, 4.59721], [-3.29931, 3.17363, -1.49113], [4.00108, -1.68201, 0.95856], [-0.88764, -0.39765, -2.88542], [1.17529, 0.88852, -0.53804], [-1.28363, -3.94682, 3.33410], [0.82709, 3.31349, 5.98615], [-1.41165, 4.65465, -1.40340], [0.26593, 0.09712, 1.36917], [-2.32505, 2.53708, -0.33887], [-0.77008, -2.20040, 1.58507], [1.13846, 1.83625, 4.34248], [-0.90759, 0.83028, -2.24790], [2.24779, -2.67784, -2.00090], [2.99223, -4.94842, -0.81888], [-2.82668, 1.57965, -3.66567], [1.32379, -0.35971, 3.57111], [0.16894, 3.05415, -1.70678], [-3.29581, -1.76151, 0.94798], [-3.84158, 1.95920, -3.54727], [-3.12918, -0.76532, -1.72957], [2.05491, 0.18506, -1.99077], [3.42260, -1.66830, 0.03483], [4.09686, -1.32659, -0.75048], [-2.18771, 2.19619, -4.29789], [1.45385, 0.99931, -1.58601], [-4.22449, 0.60135, -1.51112], [-1.49666, -3.19006, 0.05144], [2.05598, -3.14459, 0.73253], [3.02595, 4.45078, 5.72966], [-3.02948, -1.98413, 2.68505], [0.55517, 0.80210, -4.35395], [-1.11334, -4.13567, 2.27418], [0.37517, 1.75225, 3.03666], [0.27286, 3.04209, -0.62182], [-0.29498, -1.28014, -0.72677], [4.19229, -3.72991, -1.38015], [0.15304, 2.47820, -4.59177], [0.27208, 3.97990, 6.77939], [-1.22225, 3.68857, -1.87128], [-1.53730, -2.95796, 1.42517], [-3.18648, 0.27989, -1.42569], [0.71863, 3.85125, -2.20736], [-2.89408, 0.29677, -0.37579], [0.34528, 1.66211, -2.41466], [-3.58722, -3.32958, 1.73695], [2.72109, -0.86140, 0.24675], [2.56245, -2.92655, -0.20772], [-1.55988, -5.11122, 2.08181], [2.26042, 1.71321, -1.41904], [-1.33979, 3.97635, -2.91602], [4.17816, -4.31305, 0.28000], [0.71624, 1.80131, -3.94932], [1.65966, -1.51805, 3.40772], [1.77465, 2.03540, -4.06362], [-3.02494, 0.63927, -4.17996], [2.31872, 2.71655, 4.33944], [0.57055, 0.49911, 2.48741], [-0.04368, -4.34364, 2.24775]], "charge": -1, "homo_lumo_gap_ev": [2.27, 6.32], "multiplicity": 5, "lumo_energy_ev": [1.7371, 1.6463], "e_tot_ev": -68075.3560, "de_lowest_kj_mol": 23.74, "e_homo_ev": [-0.54, -4.67]}

[2]
{"formula": "C4H11N2O", "method": "ωB97M-V/def2-TZVPD", "symbols": ["C", "H", "H", "N", "H", "C", "H", "H", "H", "H", "N", "C", "H", "C", "H", "O", "H", "H"], "coordinates": [[1.33152, -0.55524, -0.53702], [-1.98159, 0.74978, 1.89224], [0.92739, -0.04278, -1.43041], [-0.88272, 0.03269, 0.25382], [-0.82428, -0.99996, -1.62405], [0.36041, -0.00047, 0.50811], [3.46841, -0.26113, -0.61636], [2.93955, -1.18614, 0.60803], [-2.58187, -0.37520, -1.20135], [-1.73088, -1.75603, -0.41825], [2.79743, -0.31040, 0.06759], [-1.60249, -0.75326, -0.85068], [-1.35502, 2.16390, 0.55503], [-1.71302, 1.20629, 0.88396], [1.49091, 1.48965, 0.99146], [0.82237, 0.93420, 1.42534], [1.24240, -1.64177, -0.87094], [-2.70852, 1.30589, 0.36348]], "charge": 1, "smiles": "C[N+](C)=C(O)CN", "homo_lumo_gap_ev": 10.37, "lumo_energy_ev": -4.0187, "e_tot_ev": -9345.1856, "de_lowest_kj_mol": 354.22, "e_homo_ev": -14.39}

[3]
{"formula": "C4H7N2", "method": "ωB97M-V/def2-TZVPD", "symbols": ["C", "H", "C", "H", "N", "H", "H", "H", "H", "N", "C", "H", "C"], "coordinates": [[2.06431, 1.23710, 0.70666], [-2.24054, -2.51403, -0.60904], [-1.24256, 0.13275, -0.37277], [2.03997, 1.58205, -0.31055], [0.71361, 0.74097, 1.18135], [2.30978, 2.02933, 1.51514], [0.73065, 0.57281, 2.16627], [2.73540, 0.35274, 0.58201], [-1.85249, -2.61020, -2.29032], [-1.44411, -0.79835, -1.34810], [-1.80186, -2.01506, -1.44776], [-1.72584, 1.01311, -0.30247], [-0.28632, 0.27678, 0.52957]], "charge": 1, "smiles": "C=NC=C=[NH+]C", "homo_lumo_gap_ev": 9.52, "lumo_energy_ev": -4.3447, "e_tot_ev": -7231.2252, "de_lowest_kj_mol": 435.44, "e_homo_ev": -13.87}

[4]
{"formula": "C4H7FS", "method": "ωB97M-V/def2-TZVPD", "symbols": ["H", "H", "F", "H", "H", "C", "C", "H", "H", "H", "C", "S", "C"], "coordinates": [[-0.41626, 1.66205, 0.76324], [-1.19937, -0.58016, 2.29581], [-0.65202, -0.55613, -1.85574], [-0.56355, 1.47450, -1.67966], [-2.78561, 0.90663, 1.75091], [-1.83244, 0.00662, 1.16754], [-0.15475, 0.47463, -1.05440], [2.23682, -0.39985, -1.31467], [1.76876, 1.28747, -0.60661], [-1.99279, -0.74981, 0.03465], [1.30582, 0.28296, -0.78806], [1.04227, -0.42631, 1.03686], [-0.62800, 0.60667, 0.48630]], "charge": 0, "homo_lumo_gap_ev": 9.05, "lumo_energy_ev": 0.1603, "e_tot_ev": -17808.0338, "de_lowest_kj_mol": 608.61, "e_homo_ev": -8.89}

Repeat the third record exactly.
{"formula": "C4H7N2", "method": "ωB97M-V/def2-TZVPD", "symbols": ["C", "H", "C", "H", "N", "H", "H", "H", "H", "N", "C", "H", "C"], "coordinates": [[2.06431, 1.23710, 0.70666], [-2.24054, -2.51403, -0.60904], [-1.24256, 0.13275, -0.37277], [2.03997, 1.58205, -0.31055], [0.71361, 0.74097, 1.18135], [2.30978, 2.02933, 1.51514], [0.73065, 0.57281, 2.16627], [2.73540, 0.35274, 0.58201], [-1.85249, -2.61020, -2.29032], [-1.44411, -0.79835, -1.34810], [-1.80186, -2.01506, -1.44776], [-1.72584, 1.01311, -0.30247], [-0.28632, 0.27678, 0.52957]], "charge": 1, "smiles": "C=NC=C=[NH+]C", "homo_lumo_gap_ev": 9.52, "lumo_energy_ev": -4.3447, "e_tot_ev": -7231.2252, "de_lowest_kj_mol": 435.44, "e_homo_ev": -13.87}